Record 1
DFT (the ωB97M-V functional and the def2-TZVPD basis) results for 2 unconnected molecules or ions with the total composition C4H11NO at a distorted geometry.

Properties
- Total energy: -7863.342 eV
- Energy relative to the best compared isomer or geometry (same formula, charge and spin): 116.91 kJ/mol
- HOMO energy: -8.157 eV
- Gap between HOMO and LUMO: 9.0 eV
- SMILES: C/C=C(/C)N.O

Cartesian coordinates (Å):
C (1.72158, 0.60715, -0.18257)
C (0.32263, 0.40977, -0.71034)
C (-0.76103, 0.58881, 0.04209)
C (-2.14161, 0.47962, -0.54279)
N (-0.73865, 0.75640, 1.43523)
H (1.88888, 0.12881, 0.79134)
H (2.55254, 0.32549, -0.82625)
H (1.86201, 1.66724, 0.03972)
H (0.25265, 0.27698, -1.77903)
H (-2.91575, 0.79967, 0.13987)
H (-2.43407, -0.57461, -0.58751)
H (-2.17728, 0.97142, -1.49244)
H (0.19614, 0.82281, 1.80659)
H (-1.30613, 0.08342, 1.93760)
O (0.99346, -2.67990, -0.24083)
H (1.38839, -1.84169, -0.49687)
H (1.29622, -2.82140, 0.66617)

Atom charges from the Löwdin analysis, given in e for atoms 1 to 6: atom 1 (C): -0.13, atom 2 (C): -0.16, atom 3 (C): -0.42, atom 4 (C): -0.05, atom 5 (N): 0.09, atom 6 (H): 0.06

---

Record 2
DFT (the ωB97M-V functional and the def2-TZVPD basis) results for 2 unconnected molecules or ions with the total composition C4H11NO at a distorted geometry.

Properties
- Total energy: -7857.779 eV
- Energy relative to the best compared isomer or geometry (same formula, charge and spin): 653.60 kJ/mol
- HOMO energy: -8.839 eV
- Gap between HOMO and LUMO: 6.9 eV

Cartesian coordinates (Å):
C (-0.97834, 0.90951, 0.78528)
O (-0.77018, -0.21966, 1.57851)
C (-1.10309, 0.63554, -0.69087)
C (-0.19124, -0.48086, -1.24670)
C (1.30015, -0.53353, -0.94992)
N (1.53211, -0.43061, 0.50919)
H (-1.81744, 1.48293, 1.24112)
H (-0.16539, 1.67130, 1.10139)
H (0.25089, -0.43045, 1.27892)
H (-2.13808, 0.40810, -0.96230)
H (-0.89146, 1.56117, -1.29438)
H (-0.45487, -1.38690, -0.67516)
H (-0.41072, -0.62239, -2.30788)
H (1.86479, 0.33372, -1.40678)
H (1.77164, -1.39659, -1.45479)
H (1.25999, 1.37260, -0.01045)
H (2.28424, -1.05646, 0.79225)

Atom charges from the Löwdin analysis, given in e for atoms 1 to 6: atom 1 (C): -0.37, atom 2 (O): -0.15, atom 3 (C): -0.21, atom 4 (C): -0.21, atom 5 (C): -0.38, atom 6 (N): 0.02

---

Record 3
DFT (the ωB97M-V functional and the def2-TZVPD basis) results for 2 unconnected molecules or ions with the total composition C4H11NO at a distorted geometry.

Properties
- Total energy: -7862.915 eV
- Energy relative to the best compared isomer or geometry (same formula, charge and spin): 158.09 kJ/mol
- HOMO energy: -9.334 eV
- Gap between HOMO and LUMO: 10.0 eV
- SMILES: C=CCCN.O

Cartesian coordinates (Å):
C (-1.64955, 0.72225, 1.89714)
C (-1.23323, 0.56554, 0.63624)
C (0.05672, 1.07868, 0.09492)
C (1.18834, 0.21988, 0.59512)
N (2.52991, 0.67367, 0.15634)
H (-1.11647, 1.36488, 2.58387)
H (-2.56716, 0.26398, 2.20932)
H (-1.88818, -0.09376, 0.06841)
H (0.09157, 1.01316, -0.98952)
H (0.26464, 2.10128, 0.42575)
H (1.05882, -0.77780, 0.17658)
H (1.19703, 0.22160, 1.68049)
H (2.43818, 1.21782, -0.67906)
H (2.86597, 1.39278, 0.79394)
O (-1.41298, -3.37822, -3.41714)
H (-1.23038, -3.61375, -2.50275)
H (-0.59321, -2.97200, -3.72966)

Atom charges from the Löwdin analysis, given in e for atoms 1 to 6: atom 1 (C): 0.00, atom 2 (C): -0.19, atom 3 (C): -0.24, atom 4 (C): -0.30, atom 5 (N): -0.01, atom 6 (H): 0.06

---

Record 4
DFT (the ωB97M-V functional and the def2-TZVPD basis) results for 3 unconnected molecules or ions with the total composition C4H11NO2 at a distorted geometry.

Properties
- Total energy: -9908.617 eV
- Energy relative to the best compared isomer or geometry (same formula, charge and spin): 349.72 kJ/mol
- HOMO energy: -8.595 eV
- Gap between HOMO and LUMO: 9.5 eV
- SMILES: C=NC(=C)C.O.O

Cartesian coordinates (Å):
C (-1.23773, 0.73459, 2.61715)
N (-0.46314, 0.66277, 1.61100)
C (0.77144, -0.15512, 1.61547)
C (0.79203, -1.23384, 0.72010)
C (2.11110, -0.03635, 2.37428)
H (-2.26699, 0.89648, 2.43281)
H (-0.91498, 0.27223, 3.56090)
H (0.01583, -1.52226, 0.05040)
H (1.76881, -1.87356, 0.64088)
H (2.58411, -1.01077, 2.13018)
H (2.59537, 0.78374, 1.78247)
H (1.92283, 0.12341, 3.41949)
O (-0.64676, 4.16351, -2.94911)
H (0.11276, 3.93616, -3.51912)
H (-1.35598, 4.15963, -3.61342)
O (-1.55419, -3.12169, -4.34915)
H (-2.22016, -2.97480, -3.63831)
H (-2.01434, -3.80414, -4.88601)

Atom charges from the Löwdin analysis, given in e for atoms 1 to 6: atom 1 (C): -0.04, atom 2 (N): 0.01, atom 3 (C): -0.36, atom 4 (C): 0.02, atom 5 (C): -0.07, atom 6 (H): 0.05

---

Record 5
DFT (the ωB97M-V functional and the def2-TZVPD basis) results for 3 unconnected molecules or ions with the total composition C4H11NO2 at a distorted geometry.

Properties
- Total energy: -9908.841 eV
- Energy relative to the best compared isomer or geometry (same formula, charge and spin): 328.11 kJ/mol
- HOMO energy: -8.518 eV
- Gap between HOMO and LUMO: 9.1 eV
- SMILES: C=C/C=C/N.O.O

Cartesian coordinates (Å):
C (-2.64142, 0.84290, -0.58268)
C (-1.51543, 1.14005, 0.04588)
C (-0.27994, 1.46522, -0.71553)
C (0.58504, 0.49328, -1.18015)
N (1.59776, 0.90991, -2.06285)
H (-3.43675, 0.33028, -0.04012)
H (-2.88987, 1.12360, -1.64909)
H (-1.31222, 1.15586, 1.05653)
H (0.16943, 2.43213, -0.73585)
H (0.29476, -0.49766, -0.90615)
H (2.48929, 0.62965, -1.77142)
H (1.62636, 1.91678, -2.13279)
O (1.76538, -0.61612, 2.52752)
H (1.36810, -0.56651, 1.54846)
H (2.39530, -1.24263, 2.50443)
O (-0.20582, -3.04087, 1.19239)
H (-0.10994, -3.17007, 0.22578)
H (-1.14471, -2.87360, 1.17581)

Atom charges from the Löwdin analysis, given in e for atoms 1 to 6: atom 1 (C): 0.00, atom 2 (C): -0.20, atom 3 (C): -0.13, atom 4 (C): -0.19, atom 5 (N): 0.04, atom 6 (H): 0.05

---

Record 6
DFT (the ωB97M-V functional and the def2-TZVPD basis) results for C4H11NO2 in the gas phase at a distorted geometry.

Properties
- Total energy: -9910.180 eV
- Energy relative to the best compared isomer or geometry (same formula, charge and spin): 198.95 kJ/mol
- HOMO energy: -9.767 eV
- Gap between HOMO and LUMO: 10.4 eV
- SMILES: C[C@H](O)[C@@H](N)CO

Cartesian coordinates (Å):
C (2.22275, 0.60788, -0.33664)
C (0.79790, 0.80049, 0.21847)
O (0.64435, 0.80350, 1.65123)
C (-0.36163, -0.13182, -0.26801)
N (-0.11240, -1.55988, 0.19034)
C (-1.74988, 0.27558, 0.23327)
O (-2.82803, -0.39871, -0.36295)
H (2.77637, 1.55709, -0.12338)
H (2.12615, 0.59502, -1.41114)
H (2.60541, -0.31298, -0.07419)
H (0.61676, 1.81013, -0.26302)
H (0.31503, -0.12133, 1.83650)
H (-0.35995, -0.14428, -1.33137)
H (0.54390, -2.02119, -0.36864)
H (-0.84487, -2.22645, 0.17801)
H (-1.86704, 0.07639, 1.32607)
H (-1.95278, 1.38322, 0.07034)
H (-2.57205, -0.99266, -1.16488)

Atom charges from the Löwdin analysis, given in e for atoms 1 to 6: atom 1 (C): -0.04, atom 2 (C): -0.39, atom 3 (O): -0.06, atom 4 (C): -0.31, atom 5 (N): 0.06, atom 6 (C): -0.25

---

Record 7
DFT (the ωB97M-V functional and the def2-TZVPD basis) results for C4H11NO2 in the gas phase at a distorted geometry.

Properties
- Total energy: -9909.712 eV
- Energy relative to the best compared isomer or geometry (same formula, charge and spin): 244.10 kJ/mol
- HOMO energy: -9.102 eV
- Gap between HOMO and LUMO: 9.9 eV
- SMILES: N[C@@H](CO)CCO

Cartesian coordinates (Å):
N (-0.88869, 1.09938, 0.32238)
C (0.17462, 0.22552, -0.24630)
C (1.30459, 1.08872, -0.79427)
O (1.08951, 1.81572, -1.98552)
C (0.62435, -0.91090, 0.75395)
C (-0.71137, -1.75789, 0.92596)
O (-1.60580, -1.84732, -0.23473)
H (-0.56534, 2.04128, 0.68329)
H (-1.70640, 1.19827, -0.23035)
H (-0.23986, -0.40426, -1.15474)
H (1.69988, 1.81098, -0.16197)
H (2.19757, 0.40865, -0.96584)
H (0.67413, 2.69436, -1.86702)
H (1.39741, -1.54803, 0.17228)
H (0.92225, -0.54720, 1.73345)
H (-0.59141, -2.81753, 1.33296)
H (-1.34178, -1.10970, 1.72160)
H (-2.43367, -1.44005, -0.00513)

Atom charges from the Löwdin analysis, given in e for atoms 1 to 6: atom 1 (N): 0.03, atom 2 (C): -0.38, atom 3 (C): -0.27, atom 4 (O): -0.07, atom 5 (C): -0.14, atom 6 (C): -0.24

---

Record 8
DFT (the ωB97M-V functional and the def2-TZVPD basis) results for 2 unconnected molecules or ions with the total composition C4H11NO2 at a distorted geometry.

Properties
- Total energy: -9909.709 eV
- Energy relative to the best compared isomer or geometry (same formula, charge and spin): 244.42 kJ/mol
- HOMO energy: -9.252 eV
- Gap between HOMO and LUMO: 10.2 eV
- SMILES: C[C@H](N)CC=O.O

Cartesian coordinates (Å):
C (1.49354, -1.85626, 0.13768)
C (0.88740, -0.56667, 0.72827)
N (0.89070, -0.73843, 2.21827)
C (-0.66157, -0.40484, 0.23775)
C (-0.93401, 0.93130, -0.50006)
O (-1.28327, 1.91228, 0.09574)
H (0.87627, -2.72727, 0.14834)
H (2.07220, -1.82137, -0.77341)
H (2.21579, -1.85512, 1.00117)
H (1.57151, 0.39908, 0.56476)
H (1.02172, 0.14166, 2.76752)
H (1.53245, -1.44084, 2.56886)
H (-0.95878, -1.17592, -0.46853)
H (-1.18141, -0.52106, 1.20626)
H (-0.94181, 1.04202, -1.59082)
O (-2.23865, 2.52864, -2.99643)
H (-1.45777, 2.98942, -2.67591)
H (-2.90431, 3.16340, -2.66945)

Atom charges from the Löwdin analysis, given in e for atoms 1 to 6: atom 1 (C): -0.07, atom 2 (C): -0.40, atom 3 (N): -0.03, atom 4 (C): -0.09, atom 5 (C): -0.27, atom 6 (O): 0.03

---

Record 9
DFT (the ωB97M-V functional and the def2-TZVPD basis) results for 2 unconnected molecules or ions with the total composition C4H11NO2 at a distorted geometry.

Properties
- Total energy: -9910.453 eV
- Energy relative to the best compared isomer or geometry (same formula, charge and spin): 172.63 kJ/mol
- HOMO energy: -8.856 eV
- Gap between HOMO and LUMO: 9.5 eV
- SMILES: CC(=O)O.CCN

Cartesian coordinates (Å):
C (-0.44231, -2.93988, -0.86514)
C (-1.40837, -2.10176, 0.02332)
O (-1.36727, -2.10674, 1.24870)
O (-2.26445, -1.22812, -0.64506)
H (0.58459, -2.54713, -0.86723)
H (-0.87544, -3.09069, -1.82859)
H (-0.45780, -3.78560, -0.24830)
H (-2.00513, -0.35469, -0.43908)
C (0.34396, 2.55149, -0.45540)
C (0.50014, 1.52404, 0.73794)
N (1.86572, 1.19201, 1.09859)
H (0.55736, 3.56656, -0.12926)
H (-0.68926, 2.54279, -0.75394)
H (1.16159, 2.24782, -1.12453)
H (-0.12272, 1.73268, 1.61107)
H (0.06673, 0.58962, 0.26813)
H (2.10436, 0.23934, 1.18399)
H (2.44830, 1.96825, 1.18478)

Atom charges from the Löwdin analysis, given in e for atoms 1 to 6: atom 1 (C): 0.03, atom 2 (C): -0.48, atom 3 (O): 0.08, atom 4 (O): 0.06, atom 5 (H): 0.10, atom 6 (H): 0.07

---

Record 10
DFT (the ωB97M-V functional and the def2-TZVPD basis) results for 3 unconnected molecules or ions with the total composition C4H11NO2 at a distorted geometry.

Properties
- Total energy: -9909.606 eV
- Energy relative to the best compared isomer or geometry (same formula, charge and spin): 254.35 kJ/mol
- HOMO energy: -8.115 eV
- Gap between HOMO and LUMO: 8.8 eV
- SMILES: C=CC(=C)N.O.O

Cartesian coordinates (Å):
C (-0.37555, -1.28050, -0.65459)
C (-0.24148, -0.41869, 0.36133)
C (0.08972, 1.00523, 0.14525)
C (0.42777, 1.81498, 1.16903)
N (-0.16186, 1.54002, -1.13024)
H (-0.76873, -2.26003, -0.44102)
H (-0.00891, -0.97612, -1.61836)
H (-0.42060, -0.81864, 1.34752)
H (0.94734, 1.38214, 2.00832)
H (0.06181, 2.81058, 1.36535)
H (-0.66315, 2.41178, -1.17502)
H (-0.43799, 0.86713, -1.82530)
O (2.25919, 0.54030, -2.38466)
H (2.91773, 1.11049, -2.78983)
H (1.83851, 1.07972, -1.69685)
O (-2.07230, -2.86868, 2.13565)
H (-1.11064, -2.93077, 2.11430)
H (-2.28084, -3.00894, 3.06914)

Atom charges from the Löwdin analysis, given in e for atoms 1 to 6: atom 1 (C): 0.04, atom 2 (C): -0.12, atom 3 (C): -0.42, atom 4 (C): 0.03, atom 5 (N): 0.07, atom 6 (H): 0.05

---

Question: Which formula does entry 5 have?
Answer: C4H11NO2

---

Question: Which of these has the lowest energy relative to the best compared isomer or geometry (same formula, charge and spin)?
Answer: number 1

---

Please write out number 5 again, unchanged.
DFT (the ωB97M-V functional and the def2-TZVPD basis) results for 3 unconnected molecules or ions with the total composition C4H11NO2 at a distorted geometry.

Properties
- Total energy: -9908.841 eV
- Energy relative to the best compared isomer or geometry (same formula, charge and spin): 328.11 kJ/mol
- HOMO energy: -8.518 eV
- Gap between HOMO and LUMO: 9.1 eV
- SMILES: C=C/C=C/N.O.O

Cartesian coordinates (Å):
C (-2.64142, 0.84290, -0.58268)
C (-1.51543, 1.14005, 0.04588)
C (-0.27994, 1.46522, -0.71553)
C (0.58504, 0.49328, -1.18015)
N (1.59776, 0.90991, -2.06285)
H (-3.43675, 0.33028, -0.04012)
H (-2.88987, 1.12360, -1.64909)
H (-1.31222, 1.15586, 1.05653)
H (0.16943, 2.43213, -0.73585)
H (0.29476, -0.49766, -0.90615)
H (2.48929, 0.62965, -1.77142)
H (1.62636, 1.91678, -2.13279)
O (1.76538, -0.61612, 2.52752)
H (1.36810, -0.56651, 1.54846)
H (2.39530, -1.24263, 2.50443)
O (-0.20582, -3.04087, 1.19239)
H (-0.10994, -3.17007, 0.22578)
H (-1.14471, -2.87360, 1.17581)

Atom charges from the Löwdin analysis, given in e for atoms 1 to 6: atom 1 (C): 0.00, atom 2 (C): -0.20, atom 3 (C): -0.13, atom 4 (C): -0.19, atom 5 (N): 0.04, atom 6 (H): 0.05

---

Question: Which formula does entry 5 have?
Answer: C4H11NO2